(1)
# C3H16N2O3

4 unconnected molecules or ions with the total composition C3H16N2O3 (ωB97M-V with the def2-TZVPD basis set, the OMol25 dataset).

Cartesian coordinates (Å):
N -0.57759 -1.59858 1.85456
C -0.32802 -0.30318 2.44535
C -1.01574 0.83561 1.70434
C -0.58998 0.87668 0.23093
N -1.53750 1.44673 -0.71183
H -1.49473 -1.54461 1.40651
H -0.67022 -2.31977 2.55634
H -0.56442 -0.21102 3.52017
H 0.74998 -0.03902 2.47535
H -0.73759 1.73126 2.24668
H -2.10345 0.68358 1.75039
H 0.31193 1.48798 0.14838
H -0.40502 -0.14012 -0.07447
H -1.95932 2.29474 -0.36021
H -2.30788 0.83000 -0.94627
O 1.96535 -1.24680 0.08287
H 1.84150 -0.30239 0.26015
H 1.35040 -1.66096 0.71046
O 2.77221 1.57323 -4.32647
H 2.53612 0.88266 -4.95204
H 2.25590 1.38628 -3.53761
O -0.17856 -1.64913 -2.31033
H 0.16565 -0.76250 -2.14559
H 0.52100 -2.25065 -2.02765

## Properties
Total energy, Eh: -459.10942
HOMO level, Ha: -0.34874
SMILES: NCCCN.O.O.O
HOMO-LUMO gap, eV: 10.12
Energy above the lowest of the compared OMol25 structures with the same formula, charge and spin, eV: 0.724
Strongest force on any atom, Eh/bohr: 0.037

***

(2)
# C26H38N5O3PdSSi

A molecular structure, C26H38N5O3PdSSi (ωB97M-V with the def2-TZVPD basis set, the OMol25 dataset).

Cartesian coordinates (Å):
Pd -0.15920 0.01530 0.22450
N 0.37290 -4.34140 0.15200
C 0.35460 -3.06150 -0.25180
N -0.00610 -2.07730 0.51330
C -0.25730 -2.30550 1.87680
N -0.42600 -1.27290 2.66760
N -0.39340 -0.09940 2.12450
C -0.41680 1.06040 2.77120
C -0.42380 2.22570 1.97540
C -0.37790 3.54540 2.48130
C -0.46420 4.60880 1.61870
C -0.62640 4.37140 0.24690
C -0.60580 3.06720 -0.19850
N -0.48270 2.02180 0.61510
C -0.31050 -3.66460 2.35500
C -0.64150 -4.00580 3.66910
C -0.75870 -5.33540 4.02990
C -0.53560 -6.34170 3.10140
C -0.14700 -6.02710 1.80790
C -0.03070 -4.69750 1.43970
H 0.68360 -5.07640 -0.46990
H 0.65970 -2.84580 -1.26870
H -0.46540 1.08160 3.85110
H -0.25660 3.69230 3.54400
H -0.41390 5.62110 1.98380
H -0.73500 5.18840 -0.44800
H -0.68440 2.84660 -1.25520
H -0.80390 -3.22020 4.38760
H -1.02580 -5.59570 5.04310
H -0.66130 -7.37490 3.37970
H 0.06550 -6.80600 1.09130
C -2.24120 0.19590 -2.15290
C -0.97720 -0.25020 -2.89940
C -0.81270 0.52220 -4.20430
C -1.06060 -1.75390 -3.17480
O 0.13630 0.02820 -2.02560
Si 1.77960 -0.06400 -2.28970
S 2.38300 0.16470 -0.25180
O 2.04590 -1.53990 -2.88340
C 3.15060 -2.08110 -3.62670
C 2.99450 -1.65430 -5.08320
C 4.47230 -1.57760 -3.06320
C 3.04430 -3.59890 -3.48420
O 2.38100 1.01710 -3.31640
C 2.85790 2.36650 -3.23590
C 2.96960 2.86560 -4.67700
C 1.85790 3.21230 -2.45460
C 4.21640 2.37620 -2.53950
H -3.12580 -0.12990 -2.69410
H -2.27580 1.28010 -2.06030
H -2.26700 -0.26290 -1.14360
H -1.68360 0.37570 -4.83740
H 0.07380 0.17350 -4.72760
H -0.70150 1.58510 -4.00310
H -1.81890 -1.94920 -3.92940
H -1.32700 -2.29140 -2.26280
H -0.10150 -2.10940 -3.54160
H 3.00240 -0.56990 -5.14020
H 2.05340 -2.02420 -5.48230
H 3.80690 -2.04730 -5.68660
H 4.52490 -0.49880 -3.16630
H 5.30010 -2.02580 -3.60450
H 4.55760 -1.82750 -2.00900
H 2.07270 -3.94170 -3.83280
H 3.17170 -3.88870 -2.44340
H 3.81800 -4.07260 -4.07970
H 2.01530 2.75190 -5.18470
H 3.72190 2.30190 -5.22110
H 3.24690 3.91470 -4.68160
H 0.89200 3.18900 -2.95430
H 2.19750 4.24160 -2.40150
H 1.75520 2.82150 -1.44430
H 4.94770 1.81500 -3.11530
H 4.12850 1.93020 -1.55090
H 4.56000 3.40070 -2.43860

## Properties
Total energy, Eh: -2328.57510
Net charge: +1
HOMO level (alpha / beta), Ha: -0.35432 / -0.39166
Spin multiplicity: 3
⟨S²⟩: 2.01
HOMO-LUMO gap (alpha / beta), eV: 5.63 / 6.34
Strongest force on any atom, Eh/bohr: 0.081

***

(3)
# C2H2Cl2O2

2 unconnected molecules or ions with the total composition C2H2Cl2O2 (ωB97M-V with the def2-TZVPD basis set, the OMol25 dataset).

Cartesian coordinates (Å):
C -1.74881 0.09191 -0.44798
C 1.79019 -0.23504 0.39153
O -1.16083 -0.20827 0.74220
O -1.22541 0.84464 -1.25204
Cl 2.66072 -1.59462 -0.10906
Cl 2.59723 1.25888 0.42460
H -2.65119 -0.43358 -0.49259
H -0.26191 0.27608 0.74334

## Properties
Total energy, Eh: -1148.17123
HOMO level, Ha: -0.36009
HOMO-LUMO gap, eV: 8.39
Energy above the lowest of the compared OMol25 structures with the same formula, charge and spin, eV: 3.676
Strongest force on any atom, Eh/bohr: 0.076